Record 1
{
  "formula": "H2N3O",
  "method": "the ωB97M-V functional and the def2-TZVPD basis",
  "symbols": ["O", "N", "N", "N", "H", "H"],
  "positions_angstrom": [[-1.042722, 0.758665, -0.284976], [0.273617, -0.426531, 1.167401], [0.761202, -0.335127, -0.971695], [0.003516, 0.010386, -0.006045], [0.279448, -0.108597, -1.804853], [-0.275062, 0.101203, 1.900169]],
  "forces_ev_per_angstrom": [[0.3788, -0.2586, 0.8091], [0.0326, 0.4044, 2.0394], [1.7080, -1.1979, 0.2791], [-1.6417, 0.9106, -0.6414], [-0.7562, 0.6523, -0.7826], [0.2786, -0.5108, -1.7036]],
  "nbo_charge": [-0.697, -0.656, -0.654, 0.409, 0.301, 0.296],
  "homo_ev": -3.2,
  "total_charge": -1,
  "relative_energy_kcal_mol": 38.9,
  "gap_ev": 8.9,
  "mol_weight_g_mol": 60.04,
  "smiles": "[NH-][N+]([NH-])=O",
  "energy_ev": -6547.8771
}


Record 2
{
  "formula": "H2N3O",
  "method": "the ωB97M-V functional and the def2-TZVPD basis",
  "symbols": ["O", "N", "N", "N", "H", "H"],
  "positions_angstrom": [[-1.980300, -1.269364, -0.646156], [-1.330481, 0.913640, -0.223325], [1.790643, -0.224738, 0.378168], [-1.676997, -0.147293, -0.442933], [0.850576, 0.150924, 0.221154], [2.346559, 0.576832, 0.713089]],
  "forces_ev_per_angstrom": [[-0.2469, -0.2629, -0.1299], [-1.1557, -2.5640, -0.6513], [0.0737, -0.1102, -0.0018], [1.3487, 2.8401, 0.7693], [0.3373, 0.2088, 0.1300], [-0.3571, -0.1117, -0.1163]],
  "nbo_charge": [-0.366, -0.069, -1.494, 0.418, 0.248, 0.264],
  "homo_ev": -0.8,
  "total_charge": -1,
  "relative_energy_kcal_mol": 62.1,
  "gap_ev": 5.0,
  "mol_weight_g_mol": 60.04,
  "energy_ev": -6546.8702
}


Record 3
{
  "formula": "H2N3O2",
  "method": "the ωB97M-V functional and the def2-TZVPD basis",
  "symbols": ["O", "O", "N", "N", "N", "H", "H"],
  "positions_angstrom": [[2.054966, 0.927974, 0.049398], [-1.773129, -0.340492, 0.145565], [1.401917, -0.102497, -0.122913], [1.362203, -1.228261, -0.315520], [-0.829276, 0.736372, 0.169318], [-0.822215, 0.916427, -0.750098], [-1.394466, -0.909524, 0.824247]],
  "forces_ev_per_angstrom": [[-0.5773, -0.2412, -0.1448], [-0.1702, -1.0768, 0.3785], [-0.0304, -0.3224, 0.1085], [-0.1812, 0.5247, 0.1197], [0.8803, 0.0296, 4.0879], [0.3051, 1.3002, -4.4735], [-0.2264, -0.2141, -0.0763]],
  "nbo_charge": [-0.493, -0.668, 0.366, -0.246, -0.650, 0.254, 0.437],
  "homo_ev": [-1.3, -2.0],
  "total_charge": -1,
  "relative_energy_kcal_mol": 76.8,
  "gap_ev": [6.3, 6.9],
  "mol_weight_g_mol": 76.03,
  "energy_ev": -8592.9887
}


Record 4
{
  "formula": "H2N3O2S",
  "method": "the ωB97M-V functional and the def2-TZVPD basis",
  "symbols": ["S", "O", "O", "N", "N", "N", "H", "H"],
  "positions_angstrom": [[-2.833486, -2.131632, -1.293559], [0.472746, -0.111749, 0.761777], [0.574802, -1.850305, -0.929268], [-1.091182, 1.034787, -0.383892], [-0.333196, -0.864907, -1.178599], [-0.325460, 0.031886, -0.226703], [-0.994095, 1.662480, 0.416579], [0.929026, -1.613917, -0.025833]],
  "forces_ev_per_angstrom": [[0.6373, 0.3782, 0.1196], [0.1742, -0.1498, 0.2742], [0.4445, 0.1496, 0.7471], [-0.7171, 0.6112, -0.4791], [-1.0550, -1.0272, -1.4971], [0.4085, 0.6882, 1.1958], [0.3503, -0.6059, 0.0229], [-0.2427, -0.0443, -0.3833]],
  "nbo_charge": [-0.425, -0.623, -0.562, -0.528, -0.014, 0.364, 0.319, 0.470],
  "homo_ev": [-3.3, -4.1],
  "total_charge": -1,
  "relative_energy_kcal_mol": 90.7,
  "gap_ev": [5.4, 6.9],
  "mol_weight_g_mol": 108.10,
  "energy_ev": -19427.3708
}


Record 5
{
  "formula": "H2N3O2S",
  "method": "the ωB97M-V functional and the def2-TZVPD basis",
  "symbols": ["S", "O", "O", "N", "N", "N", "H", "H"],
  "positions_angstrom": [[-0.342255, -3.113558, 0.954949], [-0.087252, 1.247838, -1.612603], [1.076587, -0.850213, -0.774234], [-0.697989, 1.601228, 0.519160], [-0.139796, 0.956011, -0.409514], [0.381632, -0.274074, 0.071895], [-0.977384, 2.535433, 0.297072], [0.786457, -2.102664, 0.953275]],
  "forces_ev_per_angstrom": [[2.2675, 1.7948, -0.0333], [0.3480, -0.0040, 0.3856], [-2.4456, 2.2047, 2.1955], [0.9265, -1.4627, 1.4425], [-1.8722, 2.7831, -1.8947], [3.2487, -3.0718, -1.1883], [-0.1488, 0.3898, -1.2642], [-2.3242, -2.6339, 0.3569]],
  "nbo_charge": [-0.869, -0.467, -0.236, -0.437, 0.355, 0.211, 0.335, 0.107],
  "homo_ev": [-3.1, -2.5],
  "total_charge": -1,
  "relative_energy_kcal_mol": 91.5,
  "gap_ev": [5.1, 4.0],
  "mol_weight_g_mol": 108.10,
  "energy_ev": -19427.3341
}


Record 6
{
  "formula": "H2N3O2S",
  "method": "the ωB97M-V functional and the def2-TZVPD basis",
  "symbols": ["S", "O", "O", "N", "N", "N", "H", "H"],
  "positions_angstrom": [[-0.382826, -0.868740, -0.625382], [0.154303, -2.500111, 1.215116], [1.746051, 0.333251, -1.351747], [1.155941, 0.011627, -0.351034], [-0.624341, -2.123781, 0.344301], [-0.737288, 1.380987, 0.182926], [-0.983728, 2.107049, -0.460955], [-0.328112, 1.659717, 1.046774]],
  "forces_ev_per_angstrom": [[-1.4602, 0.1676, -1.1771], [0.2343, -0.1530, 0.8126], [-0.4782, -0.3611, -0.0804], [0.7080, 0.8188, 0.9257], [0.4399, -0.3787, -0.4515], [-0.1240, -1.8406, -0.4082], [0.2813, 0.8662, -0.0740], [0.3990, 0.8808, 0.4529]],
  "nbo_charge": [0.691, -0.481, -0.388, -0.016, -0.209, -1.235, 0.316, 0.322],
  "homo_ev": [-3.3, -3.3],
  "total_charge": -1,
  "relative_energy_kcal_mol": 93.5,
  "gap_ev": [7.4, 7.4],
  "mol_weight_g_mol": 108.10,
  "energy_ev": -19427.2483
}


Record 7
{
  "formula": "H2N3O2S",
  "method": "the ωB97M-V functional and the def2-TZVPD basis",
  "symbols": ["S", "O", "O", "N", "N", "N", "H", "H"],
  "positions_angstrom": [[0.361442, 1.917472, 0.757367], [-0.917878, -1.025820, 0.856757], [-1.209585, -2.063700, -0.990968], [-0.648102, -1.133399, -0.366533], [0.091274, -0.246804, -1.047713], [0.959660, 0.403911, -0.180209], [-0.275220, 1.209229, 1.785469], [1.638410, 0.939111, -0.814170]],
  "forces_ev_per_angstrom": [[-0.7403, -1.2661, 0.5190], [1.0183, 0.6201, -0.1392], [0.6059, 0.6215, -0.6355], [-1.0952, -0.2260, 0.3161], [-0.2958, -0.6947, 0.3161], [1.1212, 1.6407, -0.2461], [0.7203, 0.5589, -1.1155], [-1.3344, -1.2544, 0.9852]],
  "nbo_charge": [-0.107, -0.551, -0.535, 0.560, -0.322, -0.540, 0.150, 0.346],
  "homo_ev": -3.7,
  "total_charge": -1,
  "relative_energy_kcal_mol": 39.9,
  "gap_ev": 7.4,
  "mol_weight_g_mol": 108.10,
  "smiles": "[O-][N+]([O-])=NNS",
  "energy_ev": -19429.5742
}


Record 8
{
  "formula": "H2N4O",
  "method": "the ωB97M-V functional and the def2-TZVPD basis",
  "symbols": ["O", "N", "N", "N", "N", "H", "H"],
  "positions_angstrom": [[0.391593, 1.504227, 0.504888], [-0.593576, 1.631764, -0.123332], [0.366946, -1.299289, 0.118316], [-1.451184, 1.713133, -0.816881], [-0.259557, -0.592320, 0.845217], [0.270833, -1.379135, -0.883276], [1.274944, -1.578378, 0.355068]],
  "forces_ev_per_angstrom": [[0.6132, 1.0264, 0.5089], [0.7886, -0.0015, -0.4022], [0.8495, 0.1785, -1.1423], [-1.2027, 0.2728, -0.4059], [-2.2119, 0.0394, 1.6899], [-1.0188, -0.1859, -1.2424], [2.1821, -1.3296, 0.9939]],
  "nbo_charge": [-0.339, 0.435, -0.385, -0.072, -0.238, 0.293, 0.305],
  "homo_ev": -8.3,
  "relative_energy_kcal_mol": 76.1,
  "gap_ev": 9.2,
  "mol_weight_g_mol": 74.04,
  "energy_ev": -8035.3129
}


Short version: max |F| = 2.10 3.24 4.67 2.10 4.63 1.89 2.08 2.78 eV/A, in the order given.